Record 1
Here is a 2-piece molecular cluster, C4H9NO overall from the OMol25 dataset. Energies are from wB97M-V/def2-TZVPD.

```
15
Properties=species:S:1:pos:R:3:forces:R:3:lowdin_charge:R:1
C 0.3434 -0.5144 -3.0444 -0.0664 0.1493 -0.2010 -0.039
C 1.4626 -0.9789 -2.5084 0.1671 -0.4167 0.7086 -0.314
N 1.7918 -0.9356 -1.1677 0.6203 -0.0254 0.3559 0.034
H -0.4136 -0.0781 -2.4165 -0.1943 0.1428 0.1088 0.038
H 0.1650 -0.5521 -4.1031 0.0455 -0.0344 -0.1760 0.031
H 2.2391 -1.4884 -3.0739 -0.2067 0.1556 -0.2348 0.101
H 1.2627 -0.4886 -0.4399 -0.5166 0.0320 -0.3751 0.066
H 2.4601 -1.5941 -0.8154 0.0791 -0.0066 -0.1489 0.072
C -1.1703 1.0577 3.1238 0.3100 0.2479 0.1895 -0.055
C -1.5919 0.8532 1.6988 -0.1299 -0.3456 0.0413 -0.311
O -0.9837 0.1042 0.9783 0.1181 0.0458 -0.2184 0.027
H -0.0879 1.1306 3.1126 0.2292 -0.1695 0.1025 0.079
H -1.5383 1.9474 3.6258 -0.3661 0.0931 -0.2047 0.070
H -1.4431 0.1871 3.7225 -0.0420 -0.0415 -0.0926 0.086
H -2.4959 1.3497 1.3075 -0.0473 0.1732 0.1448 0.116
```
Positions in Å, forces in eV/Å.

* SMILES string: C=CN.CC=O
* frontier orbital gap: 8.735 eV
* total energy: -287.75830 Eh
* strongest force on any atom: 0.8 eV Å⁻¹
* relative energy (zero: lowest compared OMol25 entry of this formula, charge and spin): 194.7 kJ/mol
* LUMO: 0.036 Eh

Record 2
Here is one molecule with the formula C4H9NO from the OMol25 dataset. Energies are from wB97M-V/def2-TZVPD.

```
15
Properties=species:S:1:pos:R:3:forces:R:3:lowdin_charge:R:1
C 0.7938 1.4167 -0.6414 -0.0137 -0.0023 -0.0219 -0.067
C -0.1280 0.4034 0.0276 -0.0484 0.1185 -0.0044 -0.434
C -1.1181 -0.2284 -0.9476 -0.0242 -0.0419 -0.0384 -0.059
N 0.6784 -0.6201 0.6919 -0.1076 -0.0280 0.0823 0.038
C 0.2192 -1.3020 1.7713 -0.0316 0.0139 0.0250 -0.368
O -0.8512 -1.1043 2.3133 0.2923 -0.0451 -0.1613 0.012
H 0.2118 2.2010 -1.1334 0.0346 -0.0882 0.1016 0.080
H 1.4021 0.9370 -1.4179 -0.0191 0.0292 0.1151 0.079
H 1.4563 1.8836 0.0943 -0.0651 -0.0653 -0.1423 0.080
H -0.7015 0.8977 0.8195 0.1318 -0.0807 -0.0777 0.139
H -1.7373 -0.9585 -0.4177 0.0545 0.1096 -0.1335 0.078
H -0.5890 -0.7340 -1.7630 -0.0382 0.0156 0.0964 0.079
H -1.7696 0.5311 -1.3935 0.0801 -0.0896 0.1144 0.080
H 1.5418 -0.9225 0.2637 -0.1332 0.0638 0.0901 0.134
H 0.9377 -2.0649 2.1306 -0.1122 0.0906 -0.0454 0.129
```
Positions in Å, forces in eV/Å.

* SMILES string: CC(C)NC=O
* frontier orbital gap: 10.666 eV
* total energy: -287.82010 Eh
* strongest force on any atom: 0.3 eV Å⁻¹
* relative energy (zero: lowest compared OMol25 entry of this formula, charge and spin): 32.4 kJ/mol
* LUMO: 0.034 Eh

Record 3
Here is a 2-piece molecular cluster, C4H9NO overall from the OMol25 dataset. Energies are from wB97M-V/def2-TZVPD.

```
15
Properties=species:S:1:pos:R:3:forces:R:3:lowdin_charge:R:1
C 0.1693 1.5614 -2.0211 1.2160 0.9155 2.4144 -0.099
N 1.2859 1.2649 -2.5340 -1.3850 -0.7866 -1.3436 -0.083
C 1.2431 0.7157 -3.9025 0.6734 -0.1109 0.5949 -0.153
H 0.3010 1.9265 -0.9927 -0.3628 0.0687 -0.1124 0.061
H -0.8799 1.5895 -2.3022 0.0700 -0.5674 -1.1249 0.071
H 1.7677 1.4494 -4.5124 -0.2242 -0.1577 -0.4207 0.070
H 0.2603 0.4226 -4.2795 -0.1781 0.5137 -0.0031 0.067
H 1.8312 -0.2042 -3.9101 0.1901 0.1174 0.0075 0.066
C -0.4552 -2.2214 2.6181 -0.5331 -0.2438 -0.5016 -0.056
C -0.9532 -1.0068 3.3233 -0.2361 1.2912 0.3413 -0.325
O -1.2726 0.0257 2.7749 0.1845 -0.6477 -0.2306 0.025
H 0.2703 -1.9108 1.8668 0.1619 -0.1631 0.1164 0.087
H -1.2945 -2.6600 2.0645 0.0102 0.1523 -0.0030 0.088
H -0.1054 -3.0095 3.2758 0.3443 0.1504 0.1466 0.070
H -1.0233 -0.9890 4.4247 0.0689 -0.5322 0.1187 0.112
```
Positions in Å, forces in eV/Å.

* SMILES string: C=NC.CC=O
* frontier orbital gap: 10.783 eV
* total energy: -287.73644 Eh
* strongest force on any atom: 2.9 eV Å⁻¹
* relative energy (zero: lowest compared OMol25 entry of this formula, charge and spin): 252.1 kJ/mol
* LUMO: 0.037 Eh

Record 4
Here is one molecule with the formula C4H9NO from the OMol25 dataset. Energies are from wB97M-V/def2-TZVPD.

```
15
Properties=species:S:1:pos:R:3:forces:R:3:lowdin_charge:R:1
C -0.3295 -1.4603 0.2861 -0.0941 -0.3806 -0.2856 -0.067
C 0.1218 -0.6657 -0.9275 -0.0610 -0.1185 0.1826 -0.302
N -0.6993 0.5238 -1.2003 -0.2549 0.1663 -0.1658 0.037
C 0.6073 0.6844 -0.5625 -0.0155 0.2106 0.2863 -0.253
C 0.5109 0.9681 0.9461 0.2478 0.3819 0.0318 -0.218
O -0.8247 0.9676 1.4514 0.0432 0.6604 -0.1643 -0.112
H 0.5317 -2.0023 0.7029 -0.3152 -0.0073 -0.0617 0.088
H -0.7402 -0.7572 1.0364 0.3657 -1.0999 -0.4701 0.058
H -1.1370 -2.1509 0.0607 0.0798 -0.3175 -0.2378 0.075
H 0.5346 -1.1733 -1.8073 -0.0955 0.1109 0.4708 0.138
H -0.6412 0.7915 -2.1784 -0.0736 -0.0641 0.1270 0.100
H 1.3874 1.1892 -1.1384 -0.1672 -0.2201 0.3100 0.140
H 0.9345 1.9274 1.2231 0.3140 0.2028 -0.2079 0.108
H 1.1083 0.1782 1.4451 -0.4335 0.4353 0.0454 0.121
H -1.4335 1.0266 0.6868 0.4601 0.0398 0.1393 0.087
```
Positions in Å, forces in eV/Å.

* SMILES string: C[C@H]1N[C@H]1CO
* frontier orbital gap: 10.628 eV
* total energy: -287.74235 Eh
* strongest force on any atom: 1.3 eV Å⁻¹
* relative energy (zero: lowest compared OMol25 entry of this formula, charge and spin): 236.6 kJ/mol
* LUMO: 0.037 Eh